(1)
ORCA calculation (ωB97M-V/def2-TZVPD) on C12H29N2O2P3Sn as an isolated structure in a non-equilibrium geometry.

Each line ends with the Mulliken charge.
Cartesian coordinates (Å):
Sn 0.217 -0.538 -0.125  0.78
P 2.119 0.513 -1.886  -0.10
P 0.016 -2.628 1.425  0.00
N -0.677 1.234 -1.193  0.06
N -1.802 -0.399 0.731  0.12
H -2.483 2.378 -1.037  0.53
H -3.084 1.177 1.240  0.40
H -1.451 2.507 0.401  0.26
C -1.795 1.809 -0.391  -0.80
H -3.451 0.441 -0.338  0.40
C -2.615 0.729 0.337  -0.86
H -0.596 2.932 -2.340  0.43
H -3.464 -1.370 1.546  0.37
C -0.169 1.942 -2.161  -0.16
C -2.379 -1.439 1.340  -0.29
C 1.140 1.742 -2.915  -0.81
C -1.712 -2.603 1.699  -0.55
H 1.701 2.711 -2.844  0.38
H -2.297 -3.402 2.145  0.39
H 0.386 -3.777 0.687  0.05
H 0.684 -2.565 2.683  0.08
H 2.584 -0.478 -2.781  0.11
H 3.251 1.322 -1.552  0.10
H -2.818 -2.123 -1.650  0.14
C -1.845 -2.265 -2.153  0.75
C -1.700 -3.763 -2.322  -1.40
C -1.884 -1.470 -3.433  -1.21
O -0.718 -1.982 -1.350  -0.53
H -2.561 -4.303 -2.725  0.36
H -0.830 -3.938 -2.955  0.32
H -1.437 -4.213 -1.367  0.29
H -1.892 -0.402 -3.209  0.21
H -0.947 -1.647 -3.973  0.25
H -2.763 -1.695 -4.050  0.38
H 1.118 1.596 -4.000  0.48
C 3.353 0.298 2.683  -1.05
P 2.028 1.508 2.470  0.90
C 1.574 2.027 4.135  -1.19
C 2.673 2.950 1.623  -0.99
O 0.871 0.907 1.683  -0.64
H 4.182 0.768 3.238  0.40
H 3.693 -0.042 1.694  0.27
H 2.952 -0.561 3.243  0.34
H 2.463 2.472 4.615  0.40
H 0.766 2.765 4.071  0.35
H 1.230 1.154 4.703  0.35
H 3.057 2.655 0.638  0.20
H 1.847 3.661 1.488  0.33
H 3.467 3.404 2.232  0.41

Atoms 1-3, force components in eV/Å:
Sn -2.070 -1.897 0.316
P 0.557 0.592 -0.785
P -0.372 -0.101 0.083

Computed properties:
* electronic energy: -1972.6997 Ha
* total charge: +1
* molecular weight: 445.01 g/mol
* spin multiplicity: 2

(2)
ORCA calculation (ωB97M-V/def2-TZVPD) on C4H12N2O as an isolated structure.

Each line ends with the Mulliken charge.
Cartesian coordinates (Å):
C -0.716 0.435 -0.440  0.60
C 0.625 -1.206 0.915  -0.97
C -1.961 -0.395 -0.779  -1.50
C 0.294 0.441 -1.590  -1.46
N -0.164 -0.004 0.840  -0.20
N 0.971 1.523 1.384  -0.35
O 1.989 1.024 2.128  -0.35
H 2.767 0.973 1.548  0.33
H -0.059 0.815 1.665  0.38
H -1.036 1.467 -0.266  0.27
H 1.442 -1.237 0.184  0.32
H 1.053 -1.288 1.913  0.38
H -0.012 -2.081 0.755  0.30
H 1.189 0.991 -1.299  0.36
H -2.682 -0.365 0.039  0.36
H -1.697 -1.439 -0.967  0.34
H -2.440 -0.007 -1.681  0.41
H -0.140 0.926 -2.465  0.42
H 0.577 -0.573 -1.885  0.34

Atoms 1-3, force components in eV/Å:
C 0.020 -0.078 0.022
C -0.048 0.087 -0.035
C 0.128 0.078 0.017

Computed properties:
* electronic energy: -344.1706 Ha
* total charge: 0
* molecular weight: 104.15 g/mol
* energy relative to the best compared isomer or geometry (same formula, charge and spin): 562.9 kJ/mol
* spin multiplicity: 1

(3)
ORCA calculation (ωB97M-V/def2-TZVPD) on one molecule with the formula C6H7N in a non-equilibrium geometry.

Each line ends with the Mulliken charge.
Cartesian coordinates (Å):
H 1.458 -0.258 -2.547  0.25
N 1.494 0.535 -1.839  -0.65
C 0.764 0.374 -0.863  0.54
C 1.070 1.407 0.593  -0.54
C -0.107 1.382 1.127  0.15
C -1.241 0.711 1.158  -0.57
C -0.873 -0.667 0.763  -0.39
C -0.087 -0.784 -0.627  -0.87
H 2.077 1.371 0.922  0.33
H -2.168 1.178 1.108  0.36
H -0.385 -1.269 1.545  0.33
H -1.777 -1.264 0.461  0.27
H -0.725 -1.086 -1.381  0.46
H 0.500 -1.629 -0.420  0.31

Atoms 1-3, force components in eV/Å:
H -0.341 1.249 0.995
N 1.562 -0.285 -2.443
C 1.578 1.759 2.133

Computed properties:
* electronic energy: -287.4104 Ha
* total charge: 0
* molecular weight: 93.13 g/mol
* energy relative to the best compared isomer or geometry (same formula, charge and spin): 464.4 kJ/mol
* SMILES: [H]/N=C1/C=C=CCC1
* spin multiplicity: 1

(4)
ORCA calculation (ωB97M-V/def2-TZVPD) on a 2-piece molecular cluster, C6H10 overall.

Each line ends with the Mulliken charge.
Cartesian coordinates (Å):
C 0.448 -1.083 -0.044  -0.50
C -0.634 -0.373 -0.382  0.36
C -1.557 0.557 0.307  -0.70
C -0.382 1.065 -0.534  -0.15
C 1.080 1.271 -0.137  -0.72
C 1.632 -0.158 0.170  -0.49
H 0.458 -2.119 0.288  0.28
H -1.456 0.549 1.391  0.20
H -2.562 0.786 -0.041  0.26
H -0.721 1.515 -1.467  0.34
H 1.600 1.689 -1.003  0.26
H 1.225 1.964 0.697  0.29
H 1.849 -0.250 1.246  0.25
H 2.561 -0.409 -0.355  0.34
H -1.755 -2.800 0.156  0.08
H -1.784 -2.205 -0.292  -0.12

Atoms 1-3, force components in eV/Å:
C -0.091 0.089 -0.004
C 0.266 -0.006 0.038
C -0.208 -0.001 0.133

Computed properties:
* electronic energy: -234.4566 Ha
* total charge: 0
* molecular weight: 82.15 g/mol
* energy relative to the best compared isomer or geometry (same formula, charge and spin): 383.0 kJ/mol
* SMILES: C1=C2C[C@H]2CC1.[H][H]
* spin multiplicity: 1

(5)
ORCA calculation (ωB97M-V/def2-TZVPD) on one molecule with the formula FNO4S in a non-equilibrium geometry.

Each line ends with the Mulliken charge.
Cartesian coordinates (Å):
O 0.701 0.332 -1.648  -0.44
N -0.240 -0.039 -1.052  0.98
O -1.276 -0.523 -1.318  -0.45
S -0.005 0.205 0.856  1.13
O 0.898 1.260 1.114  -0.40
O -1.194 -0.015 1.586  -0.40
F 1.052 -1.427 0.913  -0.42

Atoms 1-3, force components in eV/Å:
O 0.381 0.137 -0.630
N 0.197 0.145 1.084
O -0.608 -0.324 -0.465

Computed properties:
* electronic energy: -853.5919 Ha
* total charge: 0
* molecular weight: 129.07 g/mol
* energy relative to the best compared isomer or geometry (same formula, charge and spin): 174.4 kJ/mol
* SMILES: O=[N+]([O-])S(=O)(=O)F
* spin multiplicity: 1

(6)
ORCA calculation (ωB97M-V/def2-TZVPD) on C14H27B2F4N4O7PPt as an isolated structure in a non-equilibrium geometry.

Each line ends with the Mulliken charge.
Cartesian coordinates (Å):
Pt 0.045 0.115 -1.465  0.79
C 1.633 -3.765 -2.162  -1.84
C 1.360 -2.330 -1.907  0.70
N 0.189 -1.851 -1.720  0.74
O -0.933 -2.566 -1.745  -0.54
B -2.053 -1.811 -2.515  0.71
F -1.389 -1.137 -3.556  -0.34
F -2.995 -2.700 -2.814  -0.26
O -2.717 -0.699 -1.671  -0.48
N -1.933 0.366 -1.552  0.50
C -2.363 1.573 -1.550  0.64
C -3.795 1.936 -1.691  -1.97
C -1.261 2.607 -1.447  0.51
N -0.087 2.095 -1.385  0.29
O 1.028 2.834 -1.363  -0.41
B 2.277 2.128 -0.839  0.57
F 3.237 3.032 -0.693  -0.26
F 1.888 1.475 0.386  -0.07
O 2.793 0.994 -1.692  -0.52
N 2.017 -0.097 -1.654  0.45
C 2.451 -1.280 -1.886  0.44
C 3.868 -1.586 -2.201  -1.69
C -1.479 4.073 -1.498  -1.52
H 0.704 -4.324 -2.216  0.43
H 2.256 -4.179 -1.364  0.38
H 2.184 -3.884 -3.096  0.42
H -4.408 1.042 -1.744  0.39
H -3.940 2.518 -2.605  0.46
H -4.119 2.557 -0.854  0.45
H 4.506 -0.743 -1.953  0.45
H 3.964 -1.782 -3.273  0.40
H 4.203 -2.483 -1.678  0.41
H -2.531 4.336 -1.448  0.44
H -1.053 4.465 -2.426  0.36
H -0.927 4.561 -0.693  0.37
C -0.115 2.250 3.975  -1.32
C 0.318 2.139 2.540  0.01
O 0.171 0.690 2.148  -0.10
P -0.006 -0.147 0.893  -0.44
O -1.426 -0.663 0.803  0.31
C -2.161 -1.497 1.816  -0.20
C -3.160 -0.649 2.548  -1.10
O 0.957 -1.342 1.008  -0.06
C 2.286 -1.311 1.682  0.03
C 2.230 -2.192 2.900  -1.36
H 0.066 3.271 4.314  0.44
H 0.458 1.572 4.607  0.34
H -1.175 2.025 4.092  0.31
H 1.354 2.401 2.398  0.32
H -0.301 2.734 1.874  0.19
H -1.424 -1.955 2.473  0.28
H -2.630 -2.263 1.208  0.39
H -2.680 0.048 3.234  0.20
H -3.810 -1.307 3.126  0.46
H -3.784 -0.094 1.847  0.29
H 2.537 -0.281 1.923  0.24
H 2.991 -1.681 0.942  0.28
H 1.581 -1.766 3.666  0.31
H 3.235 -2.287 3.313  0.46
H 1.868 -3.187 2.642  0.31

Atoms 1-3, force components in eV/Å:
Pt -0.103 0.466 0.178
C 0.078 0.015 -0.030
C 0.543 -0.119 -0.107

Computed properties:
* electronic energy: -2204.8803 Ha
* total charge: +2
* molecular weight: 687.06 g/mol
* spin multiplicity: 1

(7)
ORCA calculation (ωB97M-V/def2-TZVPD) on a 13-piece molecular cluster, C29H88N14O13 overall in a non-equilibrium geometry.

Each line ends with the Mulliken charge.
Cartesian coordinates (Å):
C -1.786 -5.729 -0.782  -0.98
C -2.623 -6.664 0.085  -0.25
O -1.799 -7.349 0.965  -0.48
H -1.252 -6.204 -1.605  0.28
H -0.977 -5.395 -0.133  0.28
H -2.246 -4.776 -1.042  0.32
H -3.123 -7.345 -0.604  0.19
H -3.422 -6.146 0.616  0.32
H -2.302 -7.205 1.770  0.32
C 1.137 -2.168 4.860  -0.93
C 1.323 -3.444 5.671  -0.29
O 1.419 -3.217 7.042  -0.49
H 1.122 -2.384 3.792  0.31
H 1.934 -1.473 5.121  0.28
H 0.235 -1.678 5.229  0.25
H 2.160 -3.962 5.202  0.33
H 0.511 -4.105 5.369  0.24
H 0.616 -2.761 7.302  0.30
C -0.188 6.553 -2.598  -0.93
C -1.614 7.041 -2.675  -0.24
O -1.635 8.054 -1.645  -0.52
H -0.067 5.611 -3.134  0.32
H 0.202 6.479 -1.583  0.27
H 0.421 7.241 -3.185  0.33
H -2.304 6.333 -2.216  0.23
H -2.040 7.295 -3.646  0.25
H -1.033 8.732 -1.962  0.30
C -6.760 -3.468 -2.977  -0.82
C -8.209 -3.608 -2.501  -0.36
O -8.901 -4.678 -3.073  -0.52
H -6.254 -4.407 -2.753  0.27
H -6.394 -2.633 -2.379  0.29
H -6.689 -3.183 -4.027  0.25
H -8.814 -2.702 -2.544  0.34
H -8.150 -3.771 -1.425  0.26
H -8.547 -5.522 -2.784  0.30
C 5.087 2.606 -6.035  0.66
O 3.968 3.021 -6.243  -0.65
N 6.194 3.128 -6.506  -0.37
N 5.439 1.604 -5.290  -0.38
H 6.166 3.930 -7.120  0.21
H 7.034 2.718 -6.124  0.14
H 6.400 1.295 -5.296  0.16
H 4.670 1.116 -4.853  0.22
C 5.787 -5.287 -4.564  0.63
O 6.820 -5.867 -4.946  -0.68
N 4.607 -5.530 -5.100  -0.35
N 5.782 -4.399 -3.637  -0.37
H 3.885 -4.920 -4.745  0.15
H 4.416 -6.167 -5.859  0.20
H 6.645 -4.009 -3.287  0.23
H 4.991 -3.771 -3.597  0.18
C -0.685 -2.634 -7.072  0.66
O -1.542 -2.473 -6.219  -0.66
N -0.317 -3.750 -7.607  -0.38
N -0.025 -1.681 -7.647  -0.35
H 0.377 -3.850 -8.334  0.16
H -0.591 -4.622 -7.179  0.22
H 0.428 -1.974 -8.500  0.16
H -0.077 -0.715 -7.355  0.21
C -2.910 4.321 3.129  0.69
O -2.786 3.579 2.113  -0.71
N -2.597 5.602 3.138  -0.40
N -3.314 3.902 4.264  -0.36
H -2.464 6.018 2.227  0.22
H -2.557 6.087 4.023  0.17
H -3.437 4.592 4.991  0.16
H -3.805 3.022 4.328  0.22
C 0.864 0.376 -1.111  0.74
O 1.594 -0.428 -1.766  -0.72
N 1.178 1.360 -0.320  -0.34
N -0.416 0.271 -1.080  -0.40
H 2.141 1.640 -0.197  0.20
H 0.400 1.684 0.236  0.15
H -1.036 0.813 -0.496  0.16
H -0.725 -0.483 -1.676  0.21
C 2.581 7.221 5.686  -1.52
C 3.284 8.170 4.676  0.70
C 3.990 7.472 3.497  -0.79
O 5.045 6.625 4.054  -0.34
C 4.801 5.228 3.918  -0.65
N 2.277 9.088 4.316  -0.69
H 3.249 6.572 6.252  0.36
H 1.875 6.575 5.164  0.35
H 2.060 7.846 6.411  0.39
H 4.039 8.749 5.208  0.21
H 4.425 8.258 2.880  0.33
H 3.322 6.945 2.815  0.40
H 4.709 4.852 2.899  0.27
H 3.905 5.055 4.515  0.27
H 5.533 4.540 4.342  0.26
H 2.709 9.732 3.670  0.24
H 1.457 8.788 3.809  0.23
C -4.561 -3.526 9.118  -1.45
C -4.188 -2.510 7.957  0.60
C -5.353 -1.858 7.291  -0.71
O -5.019 -1.251 6.078  -0.33
C -5.002 -2.192 5.039  -0.73
N -3.203 -1.566 8.419  -0.71
H -4.911 -2.959 9.980  0.32
H -3.643 -3.984 9.487  0.36
H -5.240 -4.302 8.765  0.38
H -3.605 -3.185 7.331  0.18
H -5.808 -1.174 8.007  0.32
H -6.150 -2.550 7.019  0.35
H -4.467 -3.111 5.281  0.28
H -4.534 -1.856 4.114  0.30
H -6.007 -2.511 4.762  0.30
H -3.581 -0.893 9.071  0.27
H -3.065 -0.937 7.640  0.28
C -6.623 3.679 -6.417  -1.41
C -6.341 2.155 -6.380  0.82
C -6.576 1.467 -7.665  -0.73
O -7.918 1.258 -8.023  -0.33
C -8.141 0.421 -9.122  -0.74
N -4.937 2.095 -5.907  -0.68
H -6.632 4.079 -5.403  0.36
H -7.543 3.861 -6.973  0.33
H -5.974 4.256 -7.076  0.37
H -6.905 1.701 -5.565  0.16
H -6.107 0.483 -7.665  0.33
H -6.082 1.994 -8.481  0.26
H -7.607 0.743 -10.017  0.32
H -9.178 0.679 -9.336  0.26
H -7.980 -0.636 -8.915  0.29
H -4.726 2.615 -5.067  0.21
H -4.539 1.168 -5.867  0.18
C 7.355 -2.489 2.085  -1.31
C 8.805 -2.709 2.083  0.66
C 9.228 -4.134 2.499  -0.89
O 8.974 -4.396 3.874  -0.36
C 9.891 -5.285 4.489  -0.72
N 9.319 -2.475 0.788  -0.69
H 6.911 -3.460 1.865  0.32
H 7.057 -1.726 1.365  0.38
H 6.989 -2.154 3.055  0.29
H 9.376 -2.055 2.743  0.25
H 10.301 -4.194 2.315  0.41
H 8.891 -4.906 1.808  0.38
H 10.641 -4.619 4.917  0.28
H 10.408 -5.834 3.702  0.31
H 9.507 -6.003 5.213  0.25
H 10.196 -2.919 0.558  0.20
H 9.501 -1.497 0.615  0.23

Atoms 1-3, force components in eV/Å:
C 0.883 0.787 1.040
C -0.530 0.667 -2.466
O -0.172 -0.326 1.233

Computed properties:
* electronic energy: -2902.2458 Ha
* total charge: 0
* molecular weight: 841.11 g/mol
* energy relative to the best compared isomer or geometry (same formula, charge and spin): 693.4 kJ/mol
* spin multiplicity: 1

(8)
ORCA calculation (ωB97M-V/def2-TZVPD) on C24H27AlNOSi as an isolated structure in a non-equilibrium geometry.

Each line ends with the Mulliken charge.
Cartesian coordinates (Å):
C -1.657 0.757 2.034  -1.04
C -2.170 -0.547 1.825  -0.40
C -1.279 -1.473 2.425  -0.79
H -3.064 -0.810 1.244  0.64
C -0.124 -0.785 2.927  -0.80
C -0.392 0.656 2.699  0.32
H 0.156 1.462 3.227  0.66
H -2.084 1.722 1.694  0.37
H -1.367 -2.566 2.430  0.44
H 0.541 -1.166 3.698  0.90
Al 0.999 0.109 1.274  -0.43
C 1.486 -0.182 -0.485  -0.97
H 1.851 -1.224 -0.343  0.16
H 2.022 0.822 -0.437  0.02
H 1.161 -0.104 -1.571  0.49
Si -1.439 -0.424 -1.548  -0.11
C -1.104 0.880 -2.916  0.73
C -2.249 1.719 -2.939  -0.43
H -3.093 1.554 -2.235  0.25
C -2.250 2.874 -3.733  -0.75
H -3.122 3.527 -3.749  0.36
C -1.057 3.265 -4.376  -0.23
H -1.041 4.237 -4.931  0.32
C 0.104 2.498 -4.321  -0.68
H 1.037 2.905 -4.735  0.37
C 0.106 1.278 -3.585  -0.29
H 1.065 0.780 -3.434  0.42
C -1.556 -2.263 -1.998  0.53
C -2.659 -2.274 -2.883  -0.80
H -2.687 -1.526 -3.675  0.47
C -3.690 -3.183 -2.673  -0.61
H -4.611 -3.090 -3.241  0.40
C -3.498 -4.217 -1.735  -0.46
H -4.327 -4.875 -1.526  0.39
C -2.314 -4.332 -0.997  -0.47
H -2.162 -5.195 -0.323  0.36
C -1.329 -3.346 -1.118  -0.39
H -0.417 -3.433 -0.530  0.41
H -0.488 -0.142 -0.100  0.40
H -2.804 -0.445 -1.118  -0.31
O 1.289 1.983 1.067  -0.14
C 2.495 2.608 1.742  -0.43
C 3.170 1.464 2.475  0.63
C 4.224 1.713 3.345  -0.83
C 4.765 0.665 4.102  -0.29
C 4.222 -0.603 3.993  -0.97
C 3.132 -0.788 3.161  0.06
N 2.621 0.213 2.371  0.52
H 0.883 2.592 0.416  0.33
H 3.120 3.020 0.918  0.40
H 2.057 3.363 2.431  0.34
H 4.614 2.732 3.402  0.45
H 5.638 0.829 4.722  0.43
H 4.614 -1.457 4.546  0.42
H 2.662 -1.778 3.087  0.62

Atoms 1-3, force components in eV/Å:
C 0.577 -0.057 0.172
C 0.426 -0.095 0.763
C 0.337 0.372 -0.633

Computed properties:
* electronic energy: -1592.3056 Ha
* total charge: +1
* molecular weight: 400.55 g/mol
* energy relative to the best compared isomer or geometry (same formula, charge and spin): 398.5 kJ/mol
* spin multiplicity: 1